(1)
88
Properties=species:S:1:pos:R:3:forces:R:3 method="wB97M-V/def2-TZVPD" e_homo_ha=-0.2906 spin_multiplicity=1 e_above_lowest_kcal_mol=79.18 e_tot_ha=-3922.270484 charge=0 e_lumo_ev=-1.4
Na -1.231 -0.109 -2.424 -1.140 1.150 0.249
C -1.259 0.526 2.146 0.188 -0.127 -0.062
C 0.054 -0.068 2.655 -0.016 -0.017 -0.088
C 0.737 -1.012 1.647 -0.053 0.146 0.078
Sb 2.144 0.113 0.453 0.708 -0.690 0.990
C 3.083 -1.646 -0.482 -0.017 0.266 -0.258
C 3.410 -1.748 -1.829 0.290 -0.242 0.435
C 3.967 -2.888 -2.401 0.072 0.048 -0.021
C 4.255 -3.962 -1.583 -0.012 -0.055 -0.005
C 3.965 -3.888 -0.224 -0.021 -0.031 -0.028
C 3.382 -2.753 0.312 0.002 0.046 0.058
C 3.760 -0.038 1.923 -0.208 0.191 -0.086
C 3.563 -0.139 3.297 -0.064 -0.025 -0.044
C 4.637 -0.304 4.163 0.019 -0.004 0.050
C 5.930 -0.359 3.666 -0.010 -0.004 0.019
C 6.145 -0.227 2.301 0.040 -0.003 0.013
C 5.069 -0.063 1.442 -0.036 0.078 -0.043
Sb -1.104 1.628 0.271 -0.144 0.695 0.854
C -0.248 3.335 1.321 -0.082 -0.163 -0.188
C -0.982 4.012 2.294 0.003 -0.040 0.042
C -0.419 5.056 3.013 0.016 0.005 0.044
C 0.894 5.437 2.774 0.022 -0.020 -0.010
C 1.629 4.788 1.794 0.030 0.025 0.048
C 1.058 3.749 1.069 0.015 -0.027 -0.112
C -3.107 2.420 0.508 0.095 -0.091 -0.069
C -4.106 1.763 1.218 0.055 -0.091 -0.014
C -5.376 2.313 1.347 -0.044 0.005 -0.004
C -5.668 3.528 0.750 -0.018 -0.028 0.024
C -4.683 4.194 0.033 -0.004 0.056 -0.006
C -3.415 3.646 -0.078 0.017 0.010 0.007
H -1.676 1.208 2.889 -0.040 0.058 -0.082
H -1.981 -0.276 1.985 -0.009 0.001 0.027
H -0.139 -0.611 3.587 0.001 0.049 0.007
H 0.727 0.757 2.919 -0.060 0.020 0.093
H -0.002 -1.449 0.972 0.060 -0.031 -0.064
H 1.266 -1.819 2.155 0.033 0.023 -0.023
H 3.346 -0.881 -2.524 1.602 -0.606 0.545
H 4.195 -2.912 -3.456 -0.081 0.005 -0.022
H 4.696 -4.856 -2.002 0.051 0.011 0.016
H 4.205 -4.725 0.420 -0.041 -0.004 0.013
H 3.178 -2.714 1.375 0.022 -0.022 0.018
H 2.562 -0.094 3.709 -0.001 -0.049 0.033
H 4.462 -0.393 5.228 -0.003 0.006 -0.005
H 6.765 -0.500 4.340 0.006 0.017 -0.008
H 7.154 -0.259 1.906 -0.008 0.011 -0.012
H 5.253 0.040 0.377 0.032 -0.049 0.006
H -2.010 3.726 2.489 0.000 0.016 0.035
H -1.004 5.571 3.766 -0.007 -0.012 -0.001
H 1.344 6.236 3.350 -0.019 0.025 -0.025
H 2.651 5.086 1.595 -0.006 -0.003 -0.016
H 1.641 3.264 0.293 0.001 -0.014 0.009
H -3.899 0.810 1.694 -0.032 0.017 0.033
H -6.134 1.790 1.919 -0.011 -0.004 -0.023
H -6.658 3.957 0.842 0.003 0.003 0.000
H -4.904 5.145 -0.437 0.010 0.004 0.017
H -2.648 4.185 -0.624 -0.025 0.026 -0.018
C -3.073 -4.717 -0.509 0.053 0.075 -0.031
N -2.755 -3.364 -0.083 0.111 -0.227 -0.018
C -2.998 -3.064 1.312 0.017 0.085 -0.101
C -2.347 -2.382 -0.949 -0.187 0.022 0.271
N -2.434 -1.120 -0.743 -0.120 -0.233 0.177
N -1.731 -2.878 -2.091 0.117 -0.253 0.005
C -1.817 -2.365 -3.379 -0.720 -0.200 -0.495
N -1.073 -3.069 -4.298 0.021 -0.323 0.152
N -2.612 -1.401 -3.636 -0.281 -0.379 -0.203
H -2.262 -5.419 -0.282 -0.036 -0.005 -0.006
H -3.280 -4.741 -1.576 -0.016 -0.026 0.006
H -3.968 -5.056 0.013 -0.010 -0.001 -0.018
H -2.810 -3.963 1.898 -0.036 0.008 0.031
H -4.026 -2.732 1.495 0.006 0.003 0.035
H -2.307 -2.295 1.655 -0.010 -0.002 0.001
H -3.002 -0.913 0.071 -0.084 -0.052 -0.044
H -1.293 -3.778 -2.006 0.093 0.019 0.023
H -0.212 -3.471 -3.957 0.078 0.174 0.006
H -0.929 -2.563 -5.156 0.096 0.061 -0.006
H -2.598 -1.169 -4.625 0.115 0.071 0.009
Cl -2.015 1.668 -5.679 -0.017 -0.022 -0.129
C -2.155 2.804 -4.340 0.078 -0.066 -0.002
Cl -2.730 2.015 -2.855 -0.340 0.404 -0.305
H -2.878 3.561 -4.619 -0.003 0.024 0.088
H -1.176 3.224 -4.138 0.009 -0.051 0.017
F 0.047 -0.239 -4.099 0.674 -0.126 0.079
Te 1.586 -0.225 -2.823 -2.167 2.897 -5.442
F 1.724 -1.901 -3.833 0.375 0.219 0.796
F 2.964 1.015 -2.171 -0.290 -1.150 0.379
F 0.715 1.533 -2.726 0.311 -0.681 0.317
F 2.476 0.340 -4.388 0.034 -0.211 0.410
O 0.494 -0.927 -1.623 0.949 -0.619 1.571

(2)
85
Properties=species:S:1:pos:R:3:forces:R:3 method="wB97M-V/def2-TZVPD" e_homo_ha="-0.1400 / -0.1366" spin_multiplicity=7 e_above_lowest_kcal_mol=18.77 e_tot_ha=-3589.520757 charge=-1 e_lumo_ev="2.1 / 2.1"
Tb 0.257 -0.781 -0.502 -0.726 0.881 -1.840
N 0.481 2.081 -0.828 0.068 -0.214 0.407
C 1.781 2.515 -0.280 -0.108 0.063 -0.192
C 2.052 1.770 1.019 0.066 -0.308 0.021
O 2.433 2.388 2.023 0.046 0.017 -0.031
N 1.823 0.463 0.897 -0.121 -0.238 0.327
C 1.858 -0.325 2.127 -0.019 0.196 0.021
C 0.729 -1.324 1.890 -0.174 0.034 1.079
O 0.967 -2.502 1.623 0.081 -0.039 0.031
O -0.442 -0.791 1.681 0.429 -0.116 0.355
H 0.215 2.660 -1.615 0.044 -0.089 -0.155
H -0.203 2.265 -0.089 -0.095 0.129 -0.003
H 1.823 3.583 -0.064 -0.026 0.110 0.027
H 2.570 2.275 -0.997 0.006 0.007 -0.040
H 1.671 0.289 3.011 -0.006 0.077 0.014
H 2.801 -0.859 2.249 0.055 -0.058 0.055
S -4.263 -2.783 0.752 0.005 -0.157 0.045
C -4.593 -1.107 1.009 -0.185 -0.039 0.038
C -5.676 -0.507 1.649 0.034 0.054 -0.008
C -5.728 0.877 1.687 0.082 -0.059 -0.042
C -4.719 1.644 1.089 -0.042 -0.027 -0.002
C -3.645 1.044 0.461 0.027 0.070 0.006
C -3.574 -0.348 0.432 0.397 -0.023 -0.086
N -2.550 -1.084 -0.152 -0.036 0.051 0.041
C -2.778 -2.355 -0.094 0.060 -0.179 -0.160
C -1.929 -3.382 -0.739 -0.359 0.199 0.186
C -2.436 -4.677 -0.875 -0.033 -0.071 -0.008
C -1.716 -5.630 -1.571 0.038 0.084 0.008
C -0.497 -5.263 -2.133 -0.042 0.007 0.013
C -0.007 -3.974 -1.961 0.061 -0.104 -0.091
C -0.686 -2.976 -1.249 0.140 -0.057 0.022
H -6.456 -1.107 2.102 0.020 0.019 -0.015
H -6.557 1.368 2.180 -0.003 0.001 -0.001
H -4.780 2.725 1.124 0.005 -0.026 0.013
H -2.845 1.627 0.025 -0.042 -0.011 0.009
H -3.401 -4.943 -0.453 0.011 -0.002 -0.018
H -2.101 -6.636 -1.685 -0.006 -0.011 -0.001
H 0.077 -5.986 -2.704 0.000 -0.008 0.010
H 0.951 -3.745 -2.414 0.004 -0.015 -0.002
C -0.399 2.238 -4.980 -0.123 -0.123 0.026
N -1.586 1.673 -4.342 0.069 -0.017 0.302
C -2.806 1.568 -5.130 0.117 -0.040 0.040
C -1.424 0.890 -3.277 -0.228 0.109 -0.534
N -1.269 0.229 -2.349 0.194 0.075 -0.019
H -0.590 3.279 -5.242 -0.011 0.024 -0.010
H -0.141 1.682 -5.884 0.012 -0.018 -0.014
H 0.441 2.187 -4.292 0.004 0.001 0.028
H -3.108 2.561 -5.463 0.007 0.027 -0.002
H -3.598 1.146 -4.518 -0.006 -0.003 0.025
H -2.656 0.931 -6.006 0.001 -0.024 -0.013
C -0.796 4.826 1.946 -0.043 0.017 0.054
N -1.741 4.131 2.805 0.005 -0.039 -0.049
C -3.086 4.675 2.710 0.066 -0.021 0.028
C -1.647 2.722 2.750 0.072 -0.016 -0.102
N -1.032 2.185 1.772 0.106 0.144 -0.038
N -2.275 2.081 3.798 -0.051 -0.032 0.040
C -2.461 0.642 3.793 -0.019 0.120 0.033
C -2.500 2.712 5.081 0.025 -0.084 -0.065
H -0.759 5.875 2.251 -0.019 -0.011 -0.005
H -1.087 4.778 0.888 0.001 -0.010 -0.015
H 0.193 4.383 2.045 -0.023 -0.013 0.022
H -3.410 4.750 1.662 -0.014 -0.004 -0.018
H -3.121 5.675 3.146 0.018 0.018 -0.002
H -3.795 4.041 3.239 0.018 -0.003 0.010
H -0.820 1.194 1.866 -0.122 -0.116 0.251
H -2.200 0.211 2.835 -0.006 -0.010 -0.045
H -3.506 0.399 4.011 -0.009 0.018 0.028
H -1.829 0.169 4.552 0.029 -0.020 -0.009
H -2.109 3.725 5.076 0.002 0.020 -0.010
H -1.991 2.146 5.869 0.007 0.006 -0.011
H -3.567 2.740 5.331 -0.009 0.000 -0.004
Cl 2.885 -2.305 -0.625 0.224 -0.162 0.004
C 3.085 -2.471 -2.355 0.054 -0.117 0.099
C 3.704 -3.606 -2.840 -0.006 -0.008 0.011
C 3.752 -3.832 -4.210 -0.026 0.052 -0.005
C 3.149 -2.898 -5.050 -0.037 0.100 0.048
C 2.546 -1.760 -4.538 0.016 -0.092 -0.109
C 2.493 -1.481 -3.155 -0.083 0.320 -0.020
C 1.839 -0.319 -2.588 0.107 -0.275 0.010
H 4.115 -4.326 -2.141 -0.013 0.049 -0.019
H 4.229 -4.719 -4.605 -0.015 0.021 0.002
H 3.162 -3.055 -6.124 -0.017 0.007 0.017
H 2.096 -1.040 -5.214 0.024 -0.028 -0.001
H 2.430 0.164 -1.803 0.084 -0.014 -0.014
H 1.543 0.403 -3.349 -0.040 0.024 0.018